{"formula": "C4H12NS2", "method": "wB97M-V/def2-TZVPD", "smiles": "CSSC[C@@H](C)[NH3+]", "e_lumo_ev": -3.415, "homo_energy_ev": -11.9, "charge": 1, "total_energy_ev": -27495.475, "e_above_lowest_kj_mol": 145.51, "homo_lumo_gap_ev": 8.5, "symbols": ["H", "H", "H", "H", "N", "H", "H", "H", "C", "S", "C", "H", "H", "S", "H", "H", "C", "H", "C"], "xyz": [[-0.356, 0.837, 1.489], [0.343, -1.276, 1.142], [4.461, 0.217, -1.530], [-2.600, 1.800, 0.597], [-0.671, -1.190, 1.428], [-1.226, -1.999, 1.206], [3.328, -1.080, -2.148], [-0.462, 1.282, -0.807], [-0.611, 0.248, -0.595], [0.878, -0.781, -1.063], [-1.091, 0.272, 0.847], [-2.976, 0.418, 1.922], [3.152, 0.844, -2.557], [2.414, 0.490, -0.485], [-3.194, 0.160, 0.253], [-1.383, -0.013, -1.340], [3.470, 0.096, -1.837], [-0.923, -1.083, 2.513], [-2.554, 0.758, 0.963]], "forces_ev_per_a": [[-1.0, -0.1, -0.8], [-1.0, -0.4, 0.5], [1.6, 0.3, 0.4], [-0.1, -0.4, 1.0], [-1.7, 2.4, 3.6], [-0.2, -0.4, -1.0], [0.4, 3.2, 0.5], [0.7, 0.8, -0.5], [0.0, -0.2, -1.0], [-1.1, 0.9, 0.7], [1.4, -1.3, 0.2], [0.1, 1.3, 0.0], [0.6, -0.6, -0.9], [-0.6, -0.3, 1.5], [0.8, 0.6, 0.3], [0.0, -0.4, 0.7], [-1.6, -2.6, -1.6], [1.6, -0.4, -2.7], [0.0, -2.4, -0.8]], "lowdin_charge": [0.157, 0.087, 0.007, 0.111, 0.138, 0.139, 0.102, 0.075, -0.499, 0.559, -0.346, 0.089, 0.029, 0.472, 0.104, 0.092, -0.502, 0.219, -0.030]}